Entry 1:
DFT (ωB97M-V with the def2-TZVPD basis set) results for the molecule C4H2BrNS in a non-equilibrium geometry.

Its multiplicity is 1. As for the SMILES: S=C[C@]12NC1=C2Br. The calculation puts the energy above the lowest of the compared OMol25 structures with the same formula, charge and spin at 3.464 eV. The calculation puts the LUMO energy at -1.50 eV. The calculation puts the gap between HOMO and LUMO at 7.281 eV.

Geometry (Å):
C1 0.2745 1.1353 -0.8146
C2 -0.4256 -0.0114 0.1011
C3 0.0361 -0.3981 1.4189
C4 0.1290 -1.5410 0.6874
N1 -0.8214 -1.3575 -0.2664
S1 -0.0998 1.3199 -2.3505
Br1 0.8916 0.5941 2.6001
H1 0.7564 1.9478 -0.2463
H2 -0.7406 -1.6891 -1.1297

Atom charges from the Mulliken analysis, given in e for atoms 1 to 4: -0.29 0.29 0.25 -0.37

***

Entry 2:
DFT (ωB97M-V with the def2-TZVPD basis set) results for the ion C3H6NO2P2 with charge -1 in a non-equilibrium geometry.

Its multiplicity is 1. The calculation puts the energy above the lowest of the compared OMol25 structures with the same formula, charge and spin at 1.164 eV. Its net charge is -1. The calculation puts the LUMO energy at 2.55 eV. The calculation puts the gap between HOMO and LUMO at 3.875 eV.

Geometry (Å):
C1 2.2829 1.5841 0.0346
C2 -0.2667 -1.3109 0.0245
C3 -1.6885 -1.1416 -0.6404
N1 -2.2931 0.1157 -0.5105
O1 -0.0987 -2.3263 0.7203
O2 0.6422 -0.3709 -0.3918
P1 2.2506 -0.2615 0.1773
P2 -2.2108 1.1145 0.7157
H1 2.8519 1.8035 -0.8919
H2 2.9724 1.9788 0.8412
H3 -2.3708 -1.9228 -0.1020
H4 -1.7339 -1.4836 -1.7355
H5 -1.5855 0.2456 1.5411
H6 1.2481 1.9755 0.2174

Atom charges from the Mulliken analysis, given in e for atoms 1 to 4: -0.75 0.42 -0.23 -0.29

***

Entry 3:
DFT (ωB97M-V with the def2-TZVPD basis set) results for a cluster of 2 separate species, C6H12O in total in a non-equilibrium geometry.

Its multiplicity is 1. As for the SMILES: C=CCC(=C)C.O. The calculation puts the energy above the lowest of the compared OMol25 structures with the same formula, charge and spin at 2.920 eV. The calculation puts the LUMO energy at 0.69 eV. The calculation puts the gap between HOMO and LUMO at 9.214 eV.

Geometry (Å):
C1 -0.7659 -1.6628 -0.9653
C2 -0.1211 -0.3299 -0.7154
C3 0.4915 0.2514 -1.7568
C4 -0.0439 0.1692 0.7108
C5 -1.2518 0.9612 1.1887
C6 -2.4615 0.9019 0.6464
H1 -0.2610 -2.2192 -1.7613
H2 -0.9375 -2.3669 -0.1487
H3 -1.7576 -1.4283 -1.3634
H4 1.2373 -0.2575 -2.3674
H5 0.6939 1.3206 -1.8235
H6 0.8679 0.6940 0.9708
H7 -0.1097 -0.7539 1.2972
H8 -1.1686 1.4753 2.1439
H9 -2.5621 0.3665 -0.2919
H10 -3.2255 1.6310 0.8748
H11 4.4959 0.1442 1.3004
H12 3.3485 0.9508 0.7771
O1 3.5311 0.1524 1.2835

Atom charges from the Mulliken analysis, given in e for atoms 1 to 4: -1.29 0.66 -0.93 -0.28

***

Entry 4:
DFT (ωB97M-V with the def2-TZVPD basis set) results for a cluster of 5 separate species, C3H16O4S in total in a non-equilibrium geometry.

Its multiplicity is 1. As for the SMILES: CCCS.O.O.O.O. The calculation puts the energy above the lowest of the compared OMol25 structures with the same formula, charge and spin at 1.389 eV. The calculation puts the LUMO energy at 0.12 eV. The calculation puts the gap between HOMO and LUMO at 9.260 eV.

Geometry (Å):
C1 -0.8267 -2.3472 2.2162
C2 -1.2616 -0.8927 2.5121
C3 -0.7139 -0.2428 3.7646
S1 -1.3535 -0.9720 5.3166
H1 -0.2515 -2.7023 3.0644
H2 -0.3098 -2.4012 1.2713
H3 -1.7005 -2.9915 2.1384
H4 -0.9422 -0.3069 1.6471
H5 -2.3105 -0.6949 2.4772
H6 -0.9723 0.8136 3.7787
H7 0.3677 -0.3733 3.7971
H8 -2.1312 -1.9459 4.8226
H9 -0.9304 -0.7612 -0.8567
H10 -1.1150 -0.3118 -2.4060
O1 -0.8664 -0.0718 -1.5145
H11 1.5249 0.8392 -1.4431
H12 2.8866 0.5219 -1.9282
O2 2.3094 1.2854 -1.7972
H13 3.2459 2.8183 -3.9271
H14 2.0748 2.0285 -4.1782
O3 2.8888 2.2770 -4.6448
H15 0.2064 2.4258 -5.4454
H16 0.1718 1.5632 -4.1579
O4 0.0093 2.4425 -4.5076

Atom charges from the Mulliken analysis, given in e for atoms 1 to 4: -0.99 -0.48 -0.70 -0.23

***

Entry 5:
DFT (ωB97M-V with the def2-TZVPD basis set) results for a structure of composition C22H37CdNSb2.

Its multiplicity is 1. Its net charge is +2. The calculation puts the LUMO energy at -6.51 eV. The calculation puts the gap between HOMO and LUMO at 7.390 eV.

Geometry (Å):
Cd1 0.1726 0.5926 -0.5592
C1 2.3437 5.4927 1.5134
C2 2.4349 3.9797 1.2657
C3 2.9714 3.2697 2.5035
C4 1.0833 3.4637 0.7994
C5 0.3317 2.5467 1.5342
C6 -0.9969 2.2416 1.1822
C7 -1.5976 2.8322 0.0622
C8 -3.0642 2.6805 -0.2199
C9 -0.7918 3.6464 -0.7420
C10 0.5068 3.9655 -0.3694
H1 3.2916 5.8644 1.9019
H2 1.5652 5.7119 2.2470
H3 2.1195 6.0476 0.6025
H4 3.1641 3.8323 0.4566
H5 2.3364 3.4539 3.3728
H6 3.9634 3.6499 2.7423
H7 3.0599 2.1886 2.3646
H8 0.7208 2.1490 2.4624
H9 -1.5886 1.6420 1.8646
H10 -3.4957 3.6412 -0.5009
H11 -3.5990 2.3127 0.6543
H12 -3.2554 2.0003 -1.0535
H13 -1.2199 4.1118 -1.6225
H14 1.0670 4.6638 -0.9827
C11 -4.0173 -0.9147 0.0118
Sb1 -2.2762 -0.8089 -1.1783
C12 -3.0246 -0.2279 -3.0763
C13 -1.8973 -2.8744 -1.5890
C14 -1.5333 -3.6751 -0.3660
C15 -2.5386 -3.9888 0.5499
C16 -2.2755 -4.7195 1.6953
C17 -0.9837 -5.1644 1.9396
C18 0.0183 -4.8799 1.0281
C19 -0.2350 -4.1433 -0.1306
C20 0.8886 -3.9286 -1.1024
Sb2 1.6562 -1.9409 -1.0102
C21 3.4965 -2.1289 -2.0466
C22 2.3460 -2.0288 1.0082
H15 -4.7358 -1.5424 -0.5130
H16 -4.4315 0.0797 0.1530
H17 -3.7690 -1.3536 0.9746
H18 -3.8611 -0.8755 -3.3355
H19 -2.2350 -0.3413 -3.8171
H20 -3.3595 0.8068 -3.0645
H21 -1.1494 -2.9058 -2.3786
H22 -2.8452 -3.2104 -2.0136
H23 -3.5558 -3.6753 0.3441
H24 -3.0759 -4.9573 2.3833
H25 -0.7631 -5.7494 2.8225
H26 1.0186 -5.2607 1.2008
H27 0.6210 -4.1422 -2.1364
H28 1.7486 -4.5453 -0.8420
H29 4.0028 -3.0166 -1.6709
H30 4.1270 -1.2575 -1.8777
H31 3.3087 -2.2369 -3.1126
H32 3.0817 -2.8235 1.1263
H33 1.4922 -2.2366 1.6531
H34 2.7962 -1.0824 1.3091
N1 2.3455 1.3408 -1.0560
H35 3.0507 0.8564 -0.5063
H36 2.4321 2.3276 -0.8215
H37 2.6088 1.2452 -2.0339

Atom charges from the Mulliken analysis, given in e for atoms 1 to 4: 1.41 -1.49 1.04 -1.66

***

Entry 6:
DFT (ωB97M-V with the def2-TZVPD basis set) results for a structure of composition C11H19BrClIN3O2S in a non-equilibrium geometry.

Its multiplicity is 1. Its net charge is +1. The calculation puts the LUMO energy at -3.71 eV. The calculation puts the gap between HOMO and LUMO at 8.902 eV.

Geometry (Å):
C1 3.8448 -2.7142 1.4624
C2 3.2202 -1.5454 0.6922
C3 1.8663 -1.1057 1.2392
Br1 0.7286 -2.7130 1.3991
C4 1.1833 0.0588 0.4084
C5 2.0511 0.6939 -0.6837
C6 3.2722 1.4052 -0.1577
O1 3.5620 1.5651 1.0079
Cl1 4.3073 2.0221 -1.4577
N1 0.1092 -0.6051 -0.4406
C7 -1.1226 -0.0894 -0.1224
N2 -2.2289 -0.6349 -0.5034
C8 -3.5450 -0.0709 -0.2005
C9 -3.9667 0.9400 -1.2591
C10 -4.1667 0.3140 -2.6232
O2 -2.9422 1.9310 -1.3843
N3 -1.0627 1.0455 0.6631
C11 0.2870 1.0170 1.2903
S1 0.0390 0.4115 3.0089
I1 0.8230 3.1162 1.4242
H1 3.7497 -3.6487 0.9249
H2 4.8978 -2.5253 1.6383
H3 3.3899 -2.8232 2.4403
H4 3.1980 -1.7382 -0.3755
H5 3.8920 -0.7074 0.8495
H6 1.9957 -0.7887 2.2619
H7 1.4446 1.4554 -1.1746
H8 2.3563 -0.0459 -1.4129
H9 0.2434 -0.3725 -1.4219
H10 -2.1672 -1.4881 -1.0377
H11 -4.2636 -0.8759 -0.1101
H12 -3.4791 0.4128 0.7682
H13 -4.8807 1.4147 -0.9119
H14 -4.8928 -0.4911 -2.6001
H15 -4.5477 1.0823 -3.2874
H16 -3.2161 -0.0124 -3.0327
H17 -3.2717 2.7631 -1.0473
H18 -1.1383 1.8640 0.0647
H19 0.4304 1.4833 3.7013

Atom charges from the Mulliken analysis, given in e for atoms 1 to 4: -1.44 -0.16 -1.22 -0.02

***

Entry 7:
DFT (ωB97M-V with the def2-TZVPD basis set) results for a cluster of 2 separate species, C25H23N3O in total in a non-equilibrium geometry.

Its multiplicity is 1. The calculation puts the energy above the lowest of the compared OMol25 structures with the same formula, charge and spin at 3.957 eV. The calculation puts the LUMO energy at -1.95 eV. The calculation puts the gap between HOMO and LUMO at 4.318 eV.

Geometry (Å):
O1 -0.2522 -0.4158 -2.4751
C1 0.4989 -0.5443 -3.4866
C2 -0.0396 -0.3524 -4.8202
C3 0.7758 -0.2145 -5.9164
C4 2.1704 -0.3597 -5.7819
C5 3.0204 -0.2084 -6.9138
N1 3.7153 -0.0789 -7.8482
C6 2.7277 -0.6758 -4.5270
C7 1.9258 -0.8065 -3.4125
H1 -1.1218 -0.2337 -4.8738
H2 0.3345 -0.0025 -6.8963
H3 3.8127 -0.8299 -4.4499
H4 2.3359 -1.0558 -2.4311
C8 -4.8889 -3.2704 3.6481
N2 -3.5040 -2.8802 3.7889
C9 -2.8879 -3.3200 5.0258
C10 -2.8590 -2.0793 2.8731
C11 -2.0910 -0.9707 3.3149
C12 -1.4378 -0.1747 2.3954
C13 -1.3178 -0.5562 1.0318
C14 -0.4698 0.1323 0.1210
C15 0.5371 1.0139 0.5088
C16 1.1795 1.9774 -0.3841
C17 1.0256 2.3032 -1.7212
C18 1.9087 3.2144 -2.3145
C19 2.8554 3.9069 -1.5412
C20 2.9557 3.6787 -0.1609
C21 2.1217 2.7032 0.3729
N3 2.0608 2.2302 1.6918
C22 2.8379 2.7482 2.8080
C23 1.1566 1.2120 1.7802
C24 -2.1354 -1.6423 0.5965
C25 -2.9441 -2.3399 1.4714
H5 -5.3305 -2.8059 2.7595
H6 -4.9679 -4.3647 3.5764
H7 -5.4531 -2.9541 4.5412
H8 -1.8125 -3.1102 5.0250
H9 -3.3563 -2.8342 5.8951
H10 -3.0437 -4.4051 5.1291
H11 -2.0643 -0.7138 4.3819
H12 -0.9859 0.7586 2.7193
H13 -0.6508 -0.0119 -0.9283
H14 0.2270 1.8258 -2.2785
H15 1.8501 3.3903 -3.3883
H16 3.5149 4.6296 -2.0194
H17 3.6555 4.2138 0.4798
H18 3.4924 3.5379 2.4258
H19 2.1763 3.1643 3.5865
H20 3.4397 1.9447 3.2588
H21 1.0083 0.6669 2.7132
H22 -2.0988 -1.9037 -0.4676
H23 -3.6074 -3.1370 1.1164

Atom charges from the Mulliken analysis, given in e for atoms 1 to 4: -0.72 0.14 -0.43 -0.52

***

Entry 8:
DFT (ωB97M-V with the def2-TZVPD basis set) results for a cluster of 2 separate species, C3H9ClNP in total in a non-equilibrium geometry.

Its multiplicity is 3. The calculation puts the energy above the lowest of the compared OMol25 structures with the same formula, charge and spin at 0.000 eV. The calculation puts the LUMO energy (alpha / beta) at 1.04 / -0.80 eV. The calculation puts the gap between HOMO and LUMO (alpha / beta) at 8.806 / 8.328 eV.

Geometry (Å):
C1 -1.0310 -1.2259 0.5163
C2 0.7714 1.4411 0.9611
C3 -1.1789 0.2203 0.0781
N1 0.0736 0.8292 -0.1130
P1 1.7906 -1.2590 -1.8646
Cl1 2.9701 0.1322 -2.6095
H1 -0.9344 -1.4521 1.6218
H2 -1.9559 -1.7749 0.3892
H3 -0.2780 -1.5831 -0.0486
H4 0.1372 2.0643 1.5141
H5 0.9816 0.6504 1.6935
H6 1.5115 1.9692 0.5702
H7 -1.8350 0.4731 -0.7772
H8 -1.7810 0.7238 0.8001
H9 0.7584 -1.2086 -2.7316

Atom charges from the Mulliken analysis, given in e for atoms 1 to 4: -0.84 -0.89 -0.44 -0.25

***

> Which of these has the highest multiplicity?

C3H9ClNP

***

> Which value of multiplicity does entry 6 give?

1